134
Properties=species:S:1:pos:R:3:forces:R:3 method="wB97M-V/def2-TZVPD" max_force_ev_per_a=9.28 gap_ev=6.0328 total_charge=+1 relative_energy_ev=5.154 homo_ev=-10.603
C 2.110 0.576 -1.782 -0.497 0.279 0.948
C 0.510 1.017 -1.956 1.658 0.240 -1.057
C 0.485 2.197 -3.093 0.371 0.837 0.233
C 0.000 1.471 -0.466 -0.269 -0.769 0.021
C -0.905 0.197 0.117 -0.285 -0.540 0.185
C -0.928 2.822 -0.427 -1.904 -3.096 1.204
O -0.195 4.089 -0.580 0.942 1.776 1.870
S -0.287 5.067 0.814 -0.066 -0.338 -0.895
N 0.703 6.495 0.423 0.251 -2.133 -0.411
C 0.420 4.133 2.277 1.132 -1.407 0.875
C 1.963 3.608 2.073 0.629 -7.601 2.236
O 2.219 2.314 2.392 -1.828 8.842 -2.133
I 3.662 4.802 1.376 -1.398 -0.627 0.479
H 2.542 0.041 -2.732 -0.809 1.142 1.927
H 2.225 -0.115 -0.820 -0.296 1.188 -2.228
H 2.705 1.566 -1.525 -1.037 -1.968 -0.760
H -0.049 0.089 -2.404 0.685 1.871 1.298
H 1.272 3.021 -2.747 -1.707 -1.555 -0.751
H 0.866 1.843 -4.162 -0.959 0.514 2.368
H -0.575 2.729 -3.216 2.273 -1.300 0.205
H 0.952 1.595 0.219 -1.920 -0.120 -1.371
H -0.770 -0.786 -0.543 -0.103 2.461 1.578
H -2.061 0.421 0.115 2.209 -0.127 -0.032
H -0.585 -0.121 1.211 -0.690 0.853 -2.320
H -1.474 2.881 0.628 0.939 -0.361 -2.151
H -1.796 2.663 -1.216 1.715 1.118 1.373
H 1.293 6.769 1.248 -0.598 -0.557 -0.925
H 1.336 6.205 -0.380 -0.723 0.438 1.262
H 0.291 4.735 3.300 0.349 -0.809 -2.487
H -0.256 3.161 2.417 1.468 2.031 -0.571
C 1.002 -3.023 1.130 0.083 -0.618 -0.042
O 0.531 -2.341 0.234 -0.094 0.443 -0.592
N 1.418 -4.288 0.939 0.441 -0.472 -0.650
N 1.146 -2.572 2.389 0.036 1.050 0.970
H 1.809 -4.866 1.664 -0.159 -0.367 -0.051
H 1.327 -4.667 0.005 -0.061 -0.038 0.372
H 0.845 -1.625 2.576 0.127 -0.475 0.000
H 1.532 -3.119 3.141 -0.142 0.008 -0.102
C 6.725 1.100 2.883 0.889 -0.832 0.273
O 7.892 0.749 2.956 -0.098 0.172 -0.088
N 5.702 0.307 3.251 -0.720 -0.965 0.523
N 6.357 2.311 2.427 -0.057 1.761 -0.707
H 4.735 0.579 3.197 0.174 -0.063 -0.036
H 5.935 -0.613 3.600 -0.112 0.219 -0.229
H 7.097 2.939 2.139 -0.271 -0.255 0.129
H 5.402 2.618 2.358 0.221 -0.193 0.058
C -3.278 8.562 -1.001 -0.965 0.373 -0.315
O -4.453 8.852 -1.159 0.147 0.007 0.053
N -2.855 7.749 -0.016 0.075 -1.240 1.283
N -2.301 9.028 -1.799 0.757 0.764 -1.001
H -1.892 7.498 0.129 -0.142 0.204 -0.052
H -3.559 7.376 0.607 0.214 0.168 -0.173
H -2.576 9.643 -2.553 0.133 -0.263 0.152
H -1.327 8.800 -1.686 -0.177 0.068 -0.028
C -4.685 3.607 -2.467 -1.211 0.141 -0.822
O -3.931 2.775 -1.987 0.950 -0.670 0.625
N -5.723 3.279 -3.257 -0.016 -0.555 0.305
N -4.545 4.927 -2.249 0.814 1.247 0.554
H -6.354 3.949 -3.661 0.119 -0.210 0.040
H -5.864 2.295 -3.446 -0.056 0.408 -0.275
H -3.775 5.218 -1.659 -0.402 0.004 -0.252
H -5.155 5.628 -2.635 0.073 -0.106 0.119
C 1.520 -3.167 -4.415 -0.099 -0.935 0.254
O 1.509 -4.345 -4.092 0.073 0.073 0.022
N 0.964 -2.201 -3.663 -0.678 0.740 1.095
N 2.089 -2.731 -5.554 0.830 0.095 -1.365
H 0.962 -1.227 -3.912 -0.016 -0.226 -0.002
H 0.524 -2.487 -2.797 0.141 0.128 -0.152
H 2.519 -3.426 -6.149 -0.181 0.289 0.202
H 2.107 -1.766 -5.837 -0.034 -0.209 0.039
C -6.508 2.201 -6.705 -0.092 -0.210 0.315
O -6.294 1.943 -5.531 -0.012 -0.125 0.057
N -5.604 2.811 -7.492 1.250 0.671 -0.374
N -7.668 1.898 -7.316 -1.234 -0.436 -0.133
H -5.762 3.031 -8.461 0.021 -0.059 0.184
H -4.718 3.057 -7.071 -0.341 -0.108 -0.209
H -8.375 1.437 -6.759 0.244 0.156 -0.252
H -7.863 2.102 -8.282 0.040 -0.045 0.188
C 1.447 -8.168 1.588 -0.202 -0.518 -0.302
O 1.929 -7.136 2.028 0.274 0.943 0.336
N 1.977 -8.832 0.545 0.705 0.029 -0.850
N 0.342 -8.733 2.107 -0.933 -0.037 0.749
H 1.595 -9.682 0.169 0.068 0.195 0.125
H 2.810 -8.440 0.125 0.075 -0.337 0.084
H -0.089 -8.265 2.893 0.051 -0.267 0.064
H -0.070 -9.582 1.758 0.119 0.218 -0.015
C -0.507 -4.857 5.501 -0.314 -0.192 -1.004
O -1.332 -4.687 4.618 -0.021 0.167 0.066
N -0.726 -4.498 6.779 -0.721 0.582 1.534
N 0.694 -5.419 5.276 1.163 -0.015 -0.637
H -0.058 -4.630 7.521 -0.112 0.072 -0.154
H -1.618 -4.071 6.992 0.351 -0.211 -0.043
H 0.898 -5.704 4.327 -0.059 -0.283 0.306
H 1.386 -5.568 5.991 -0.130 -0.036 -0.172
C -6.246 1.370 1.160 -0.633 0.293 -0.354
O -7.280 1.886 0.766 0.004 0.044 0.017
N -5.118 1.349 0.427 0.840 0.287 -0.921
N -6.142 0.776 2.362 -0.321 -0.492 1.538
H -4.257 0.929 0.734 -0.234 0.001 -0.087
H -5.154 1.786 -0.485 0.285 -0.144 0.152
H -6.968 0.770 2.946 0.334 -0.043 -0.216
H -5.299 0.346 2.704 -0.202 0.025 -0.103
C -3.744 13.523 -1.228 -0.217 1.131 -0.058
O -3.544 14.721 -1.356 0.082 -0.118 -0.002
N -4.964 13.012 -0.983 -1.373 -0.147 0.255
N -2.763 12.608 -1.319 1.583 -0.877 -0.236
H -5.149 12.029 -0.875 0.028 0.103 -0.038
H -5.731 13.667 -0.907 0.300 -0.267 -0.032
H -1.829 12.951 -1.502 -0.390 -0.112 0.085
H -2.908 11.618 -1.216 -0.043 0.182 0.055
C 0.256 -8.945 5.961 -0.238 0.199 -0.664
O -0.215 -8.262 5.065 -0.153 0.015 -0.039
N 0.672 -10.210 5.770 0.268 -1.210 -0.605
N 0.400 -8.493 7.220 0.033 0.980 1.237
H 1.062 -10.787 6.495 -0.068 0.112 -0.145
H 0.581 -10.588 4.836 0.090 0.136 0.364
H 0.099 -7.546 7.407 0.028 -0.412 -0.062
H 0.786 -9.041 7.972 -0.086 0.089 -0.158
C 5.740 -8.239 -1.190 -0.249 -0.068 0.268
O 4.954 -8.737 -0.399 -0.307 -0.111 0.102
N 6.335 -8.947 -2.167 0.350 -1.138 -0.825
N 6.083 -6.939 -1.154 0.006 1.318 0.393
H 6.985 -8.556 -2.827 -0.128 -0.075 0.150
H 6.104 -9.931 -2.229 0.122 0.385 -0.002
H 5.658 -6.370 -0.433 0.195 -0.142 -0.230
H 6.729 -6.512 -1.796 -0.126 -0.108 0.145
C 5.582 -2.891 0.428 -0.016 -0.144 0.667
O 5.796 -3.149 1.602 0.005 0.014 0.156
N 6.486 -2.281 -0.360 1.341 0.689 -0.514
N 4.422 -3.195 -0.183 -1.198 -0.473 -0.229
H 6.327 -2.061 -1.329 0.011 -0.058 0.199
H 7.372 -2.036 0.061 -0.307 -0.049 -0.154
H 3.714 -3.655 0.374 0.060 0.131 -0.236
H 4.227 -2.990 -1.149 -0.004 -0.056 0.157